1.
The following is a DFT calculation (ωB97M-V/def2-TZVPD) of the molecule C10H19ClF3O6P.

Computed properties:
* E_tot: -1945.1106 Eh
* HOMO energy: -10.28 eV
* Kohn-Sham gap: 10.368 eV
* E_LUMO: 0.09 eV

Cartesian coordinates (Å):
1 C 4.105 -1.553 1.071
2 C 3.843 -2.264 -0.270
3 C 2.939 -1.517 -1.208
4 Cl 3.282 -2.116 -2.888
5 O 1.577 -1.853 -0.962
6 P 0.690 -0.829 -0.126
7 O 0.208 -1.452 1.067
8 O -0.495 -0.460 -1.096
9 C -1.647 0.099 -0.421
10 C -2.680 -0.928 -0.072
11 C -3.919 -0.193 0.472
12 C -5.174 -1.017 0.225
13 O -5.681 -0.811 -1.080
14 O 1.528 0.474 0.268
15 C 1.464 1.603 -0.629
16 C 0.846 2.843 0.035
17 O -0.439 3.139 -0.462
18 C 0.832 2.776 1.536
19 F -0.063 1.948 2.017
20 F 0.521 3.990 1.988
21 F 2.012 2.472 2.020
22 H 4.161 -2.315 1.834
23 H 5.073 -1.079 1.078
24 H 3.321 -0.879 1.383
25 H 4.795 -2.355 -0.770
26 H 3.510 -3.273 -0.092
27 H 3.131 -0.458 -1.258
28 H -2.112 0.772 -1.131
29 H -1.394 0.708 0.432
30 H -2.925 -1.559 -0.920
31 H -2.341 -1.572 0.725
32 H -4.014 0.806 0.062
33 H -3.796 -0.108 1.545
34 H -5.935 -0.743 0.939
35 H -4.935 -2.071 0.369
36 H -4.945 -0.669 -1.687
37 H 2.491 1.872 -0.854
38 H 0.989 1.392 -1.578
39 H 1.487 3.682 -0.217
40 H -0.309 3.498 -1.346

Results of the natural (NBO) charge analysis, in e, for atoms 1 through 5: -0.620, -0.454, 0.143, -0.083, -0.781


2.
The following is a DFT calculation (ωB97M-V/def2-TZVPD) of a cluster of 2 separate species, C43H47N4 in total.

Computed properties:
* E_tot: -1885.4073 Eh
* HOMO energy: -7.46 eV
* charge: +1
* Kohn-Sham gap: 3.440 eV
* E_LUMO: -4.02 eV

Cartesian coordinates (Å):
1 C -7.135 -0.067 -4.784
2 C -6.204 -0.371 -3.635
3 C -5.005 0.338 -3.509
4 C -3.948 -0.217 -2.774
5 C -2.593 0.385 -2.865
6 C -4.136 -1.362 -1.979
7 N -3.024 -2.111 -1.469
8 C -1.895 -1.779 -0.748
9 N -1.162 -2.919 -0.651
10 C -0.041 -3.275 0.110
11 C -0.019 -2.989 1.531
12 C -0.839 -2.011 2.117
13 C 1.144 -3.486 2.240
14 C 2.316 -3.715 1.507
15 C 3.650 -3.466 2.110
16 C 2.262 -4.006 0.135
17 C 1.052 -3.876 -0.544
18 C 1.136 -4.372 -1.972
19 C -1.727 -3.893 -1.480
20 C -2.897 -3.447 -1.907
21 C -5.415 -1.969 -1.971
22 C -5.724 -3.176 -1.144
23 C -6.459 -1.439 -2.754
24 H -8.117 -0.533 -4.626
25 H -7.268 1.012 -4.977
26 H -6.687 -0.504 -5.695
27 H -4.853 1.294 -4.036
28 H -2.335 0.793 -1.874
29 H -1.813 -0.326 -3.192
30 H -2.612 1.194 -3.607
31 H -0.533 -1.614 3.118
32 H -1.744 -0.833 -0.224
33 H -1.605 -1.479 1.534
34 H 1.183 -3.450 3.346
35 H 4.419 -4.039 1.555
36 H 3.812 -2.379 1.972
37 H 3.580 -3.699 3.177
38 H 3.174 -4.282 -0.421
39 H 2.203 -4.564 -2.178
40 H 0.639 -5.353 -2.096
41 H 0.794 -3.668 -2.747
42 H -1.218 -4.825 -1.612
43 H -3.653 -3.970 -2.464
44 H -6.807 -3.156 -0.969
45 H -5.516 -4.158 -1.604
46 H -5.226 -3.128 -0.172
47 H -7.474 -1.885 -2.729
48 C -1.177 0.802 6.308
49 N -0.601 1.150 5.007
50 C 0.301 0.423 4.277
51 C 0.450 1.021 2.981
52 C 0.903 0.445 1.757
53 C 1.954 1.062 1.006
54 C 1.948 0.955 -0.415
55 C 2.823 1.678 -1.212
56 C 3.907 2.385 -0.601
57 N 4.911 2.936 -1.357
58 C 4.995 2.762 -2.790
59 C 3.609 2.703 -3.423
60 C 2.740 1.659 -2.721
61 C 6.151 3.392 -0.768
62 C 5.986 3.930 0.652
63 C 5.171 2.998 1.542
64 C 4.008 2.398 0.829
65 C 2.994 1.845 1.597
66 C -0.304 2.278 3.056
67 C -0.698 3.160 2.046
68 C -1.914 3.856 2.189
69 C -2.684 3.728 3.349
70 C -2.183 3.023 4.460
71 C -1.012 2.265 4.273
72 H -2.247 1.062 6.375
73 H -0.997 -0.264 6.466
74 H -0.706 1.351 7.134
75 H 0.728 -0.539 4.625
76 H 0.550 -0.551 1.440
77 H 1.138 0.399 -0.888
78 H 5.577 3.594 -3.220
79 H 5.559 1.847 -3.056
80 H 3.152 3.697 -3.380
81 H 3.708 2.446 -4.483
82 H 3.108 0.671 -3.030
83 H 1.695 1.738 -3.054
84 H 6.889 2.570 -0.743
85 H 6.584 4.182 -1.407
86 H 6.971 4.081 1.111
87 H 5.497 4.912 0.631
88 H 5.810 2.175 1.906
89 H 4.784 3.520 2.428
90 H 2.956 2.034 2.690
91 H -0.074 3.254 1.167
92 H -2.287 4.477 1.367
93 H -3.669 4.207 3.409
94 H -2.683 3.054 5.423

Results of the Mulliken charge analysis, in e, for atoms 1 through 5: -1.430, 0.750, -1.116, 1.500, -1.438


3.
The following is a DFT calculation (ωB97M-V/def2-TZVPD) of a cluster of 2 separate species, C5H11NO in total.

Computed properties:
* E_tot: -327.0379 Eh
* HOMO energy: -9.25 eV
* Kohn-Sham gap: 10.144 eV
* E_LUMO: 0.90 eV

Cartesian coordinates (Å):
1 C -0.319 -1.871 -1.109
2 N -0.245 -0.705 -0.251
3 C -1.020 -0.608 0.865
4 C -0.838 0.664 1.666
5 O -1.803 -1.497 1.183
6 H 0.386 -1.745 -1.948
7 H -1.335 -1.996 -1.519
8 H -0.048 -2.786 -0.556
9 H 0.396 0.058 -0.482
10 H -1.086 1.552 1.060
11 H -1.509 0.636 2.541
12 H 0.201 0.762 2.023
13 C 1.683 0.962 -0.220
14 C 0.724 1.550 -0.937
15 H 2.403 0.281 -0.688
16 H 1.777 1.143 0.856
17 H 0.629 1.369 -2.014
18 H 0.003 2.231 -0.470

Results of the natural (NBO) charge analysis, in e, for atoms 1 through 5: -0.416, -0.650, 0.666, -0.709, -0.632


4.
The following is a DFT calculation (ωB97M-V/def2-TZVPD) of a structure of composition C20H43N2OP3Sn.

Computed properties:
* E_tot: -2209.4156 Eh
* HOMO energy (alpha / beta): -20.14 / -18.39 eV
* charge: +4
* Kohn-Sham gap (alpha / beta): 8.247 / 5.057 eV
* E_LUMO (alpha / beta): -11.89 / -13.33 eV

Cartesian coordinates (Å):
1 Sn 0.130 -0.878 0.697
2 P -1.018 -1.490 2.760
3 P -1.643 -0.471 -0.878
4 P 0.179 1.514 1.275
5 H 2.578 -1.202 -0.678
6 C 2.221 -0.516 0.080
7 C 2.201 -0.966 1.474
8 H 2.523 -1.974 1.705
9 C -1.096 -3.231 3.173
10 C -2.720 -0.986 3.012
11 C -0.159 -0.832 4.197
12 C -1.128 0.098 -2.505
13 C -2.717 -1.853 -1.274
14 C -2.903 0.760 -0.451
15 C 1.606 2.040 2.229
16 C -1.170 2.235 2.205
17 C 0.312 2.558 -0.185
18 H 2.470 0.519 -0.125
19 H 2.413 -0.254 2.259
20 H -0.112 -3.715 3.120
21 H -1.790 -3.772 2.513
22 H -1.468 -3.314 4.206
23 H -3.381 -1.466 2.281
24 H -2.846 0.098 2.938
25 H -3.030 -1.308 4.027
26 H 0.870 -1.206 4.234
27 H -0.697 -1.173 5.103
28 H -0.129 0.261 4.202
29 H -2.027 0.234 -3.138
30 H -0.468 -0.634 -2.988
31 H -0.590 1.050 -2.450
32 H -3.481 -1.487 -1.989
33 H -3.231 -2.229 -0.381
34 H -2.181 -2.684 -1.745
35 H -3.642 0.762 -1.275
36 H -2.499 1.770 -0.358
37 H -3.421 0.495 0.478
38 H 1.509 3.134 2.341
39 H 2.551 1.821 1.725
40 H 1.623 1.584 3.226
41 H -0.985 3.326 2.243
42 H -1.189 1.854 3.231
43 H -2.147 2.062 1.747
44 H 0.478 3.596 0.163
45 H -0.597 2.540 -0.793
46 H 1.158 2.253 -0.811
47 C 0.505 4.598 -4.608
48 C 1.140 4.819 -5.858
49 C 2.518 4.988 -5.902
50 C 3.284 4.943 -4.731
51 C 2.653 4.725 -3.503
52 C 1.271 4.552 -3.435
53 O -0.837 4.421 -4.490
54 H -1.243 4.477 -5.380
55 H 0.539 4.852 -6.760
56 H 3.002 5.158 -6.863
57 H 4.367 5.077 -4.778
58 H 3.238 4.688 -2.587
59 H 0.764 4.382 -2.488
60 C -0.357 -6.270 1.095
61 N 0.670 -5.224 0.795
62 C 2.101 -5.608 1.031
63 C 0.365 -4.027 0.512
64 N 0.139 -2.886 0.356
65 H -0.217 -7.132 0.435
66 H -1.344 -5.830 0.933
67 H -0.267 -6.582 2.141
68 H 2.654 -5.448 0.098
69 H 2.501 -4.952 1.815
70 H 2.195 -6.646 1.348

Results of the Mulliken charge analysis, in e, for atoms 1 through 5: 0.655, 1.185, 0.893, 0.555, 0.465